1.
{"formula": "C8H19NO", "method": "wB97M-V/def2-TZVPD", "de_lowest_kj_mol": 218.74, "homo_energy_ev": -9.16, "smiles": "CCN(C)C(C)=O.CCC", "homo_lumo_gap_ev": 10.00, "total_charge": 0, "symbols": ["C", "C", "N", "C", "C", "C", "O", "H", "H", "H", "H", "H", "H", "H", "H", "H", "H", "H", "C", "C", "C", "H", "H", "H", "H", "H", "H", "H", "H"], "coordinates": [[-0.164, -2.110, 0.669], [0.339, -0.690, 0.663], [-0.742, 0.053, 1.432], [-0.221, 0.591, 2.661], [-1.688, 0.869, 0.784], [-1.898, 0.668, -0.723], [-2.388, 1.598, 1.449], [-0.560, -2.375, 1.627], [0.455, -2.858, 0.154], [-1.155, -2.286, 0.136], [1.124, -0.700, 1.398], [0.606, -0.370, -0.319], [-0.991, 0.901, 3.370], [0.392, -0.181, 3.134], [0.523, 1.421, 2.514], [-1.530, 1.646, -1.074], [-1.282, -0.167, -1.048], [-2.885, 0.515, -1.129], [2.029, 1.165, -1.782], [2.016, -0.100, -2.633], [1.916, -1.480, -1.970], [0.976, 1.280, -1.494], [2.191, 2.041, -2.398], [2.533, 1.030, -0.821], [1.287, 0.046, -3.454], [2.851, -0.183, -3.317], [1.038, -2.071, -1.795], [2.477, -2.060, -2.720], [2.566, -1.531, -1.107]], "mulliken_charge": [-1.34, 0.45, 0.15, -1.05, 0.69, -0.90, -0.62, 0.43, 0.37, 0.25, 0.42, -0.73, 0.32, 0.38, 0.32, 0.21, 0.21, 0.36, -0.79, -0.43, -1.03, -0.01, 0.37, 0.29, 0.29, 0.42, 0.27, 0.36, 0.32]}

***

2.
{"formula": "C33H50ClPTi", "method": "wB97M-V/def2-TZVPD", "homo_energy_ev": [-1.89, -2.40], "homo_lumo_gap_ev": [4.46, 4.96], "s2": 0.7834, "total_charge": -1, "spin_multiplicity": 2, "symbols": ["Ti", "Cl", "P", "C", "H", "H", "C", "C", "C", "H", "C", "H", "H", "C", "H", "H", "C", "H", "H", "C", "H", "H", "H", "H", "C", "C", "H", "C", "H", "H", "C", "H", "H", "C", "H", "H", "C", "H", "H", "H", "H", "C", "H", "C", "H", "H", "C", "H", "H", "C", "H", "H", "C", "H", "H", "H", "H", "C", "C", "H", "C", "H", "C", "H", "H", "C", "H", "H", "C", "H", "H", "H", "H", "C", "C", "C", "C", "C", "C", "C", "C", "H", "H", "H", "H", "H"], "coordinates": [[0.904, -0.640, 2.758], [2.676, 0.532, 1.979], [0.524, -0.034, -0.758], [1.842, -2.322, 2.668], [1.565, -3.394, 2.854], [2.969, -2.264, 2.723], [-1.026, 0.215, -1.752], [1.482, -1.450, -1.559], [-1.890, -1.040, -1.619], [-1.496, 1.027, -1.167], [-3.321, -0.762, -2.085], [-1.455, -1.856, -2.218], [-1.891, -1.384, -0.581], [-3.367, -0.172, -3.495], [-3.890, -1.697, -2.038], [-3.782, -0.061, -1.377], [-2.390, 0.991, -3.713], [-3.150, -0.965, -4.221], [-4.383, 0.176, -3.702], [-0.974, 0.695, -3.213], [-2.348, 1.249, -4.777], [-2.764, 1.877, -3.183], [-0.514, -0.073, -3.853], [-0.359, 1.597, -3.311], [1.623, 1.477, -1.386], [1.228, -1.749, -3.046], [2.523, -1.086, -1.458], [2.115, -2.894, -3.547], [0.176, -2.034, -3.192], [1.413, -0.867, -3.676], [1.936, -4.161, -2.708], [1.882, -3.104, -4.598], [3.166, -2.579, -3.507], [2.119, -3.899, -1.213], [0.934, -4.572, -2.891], [2.654, -4.920, -3.036], [1.300, -2.707, -0.700], [1.832, -4.787, -0.641], [3.181, -3.710, -1.006], [0.233, -2.982, -0.707], [1.537, -2.506, 0.360], [0.901, 2.824, -1.216], [2.409, 1.404, -0.613], [1.828, 4.032, -1.447], [0.066, 2.894, -1.931], [0.458, 2.884, -0.211], [2.591, 3.973, -2.777], [1.238, 4.957, -1.411], [2.553, 4.085, -0.622], [3.240, 2.610, -3.041], [1.912, 4.222, -3.604], [3.369, 4.746, -2.779], [2.310, 1.412, -2.771], [3.595, 2.573, -4.080], [4.127, 2.506, -2.402], [1.557, 1.385, -3.575], [2.903, 0.494, -2.879], [-0.973, 1.860, 2.564], [-0.527, 1.114, 3.590], [-1.454, 1.350, 1.730], [0.545, 1.645, 4.534], [-1.204, 0.343, 4.072], [0.168, 3.093, 4.904], [0.577, 1.057, 5.464], [1.545, 1.517, 4.056], [-0.153, 3.994, 3.687], [-0.723, 3.023, 5.556], [0.956, 3.581, 5.480], [-0.982, 3.360, 2.549], [-0.663, 4.903, 4.030], [0.776, 4.371, 3.240], [-1.997, 3.783, 2.566], [-0.646, 3.753, 1.590], [-0.352, -0.881, 1.105], [-1.058, -1.475, 1.998], [-1.977, -2.158, 2.880], [-1.823, -3.510, 3.289], [-2.519, -3.994, 4.402], [-3.451, -3.177, 5.060], [-3.755, -1.913, 4.544], [-3.050, -1.423, 3.447], [-1.112, -4.153, 2.768], [-2.324, -5.000, 4.782], [-3.924, -3.523, 5.981], [-4.505, -1.278, 5.031], [-3.266, -0.426, 3.052]], "mulliken_charge": [-1.07, -0.58, 0.95, -0.72, 0.19, 0.22, 0.02, 0.21, -0.12, 0.53, -0.78, 0.07, -0.27, -0.76, 0.39, 0.35, -1.00, 0.31, 0.42, -0.30, 0.41, 0.38, 0.06, 0.07, 0.30, -0.68, 0.78, -1.10, 0.11, 0.07, -0.73, 0.39, 0.40, -0.87, 0.31, 0.40, 0.28, 0.40, 0.36, 0.35, -0.63, -0.10, 0.53, -0.77, 0.21, -0.66, -0.69, 0.41, 0.33, -1.08, 0.31, 0.35, -0.31, 0.39, 0.40, 0.03, 0.23, -0.15, -0.32, 0.34, -0.44, 0.33, -0.87, 0.40, 0.24, -0.71, 0.35, 0.39, -0.50, 0.31, 0.34, 0.39, 0.07, 0.19, 0.44, 0.06, -0.46, -0.53, -0.45, -0.61, -0.34, 0.41, 0.35, 0.35, 0.35, 0.37]}

***

3.
{"formula": "C3H7NO", "method": "wB97M-V/def2-TZVPD", "de_lowest_kj_mol": 365.53, "homo_energy_ev": -9.52, "smiles": "C/C=N/OC", "homo_lumo_gap_ev": 10.49, "total_charge": 0, "symbols": ["C", "C", "N", "O", "C", "H", "H", "H", "H", "H", "H", "H"], "coordinates": [[-2.322, 0.158, -0.018], [-0.844, 0.339, -0.015], [-0.112, -0.691, 0.065], [1.280, -0.761, -0.053], [1.933, 0.636, 0.039], [-2.519, -0.305, 1.028], [-2.899, 1.095, -0.255], [-2.554, -0.723, -0.726], [-0.420, 1.388, -0.094], [1.735, 1.125, -0.936], [1.605, 1.192, 0.978], [2.987, 0.356, -0.060]], "mulliken_charge": [-0.75, 0.12, -0.38, -0.20, -0.65, 0.21, 0.29, 0.24, 0.30, 0.30, 0.26, 0.27]}

***

4.
{"formula": "C4H11N3O2", "method": "wB97M-V/def2-TZVPD", "de_lowest_kj_mol": 199.52, "homo_energy_ev": -9.06, "smiles": "CN=C(N)N.CC(=O)O", "homo_lumo_gap_ev": 9.87, "total_charge": 0, "symbols": ["C", "N", "C", "N", "N", "H", "H", "H", "H", "H", "H", "H", "C", "C", "O", "O", "H", "H", "H", "H"], "coordinates": [[-0.093, -1.144, 2.507], [-0.429, -0.649, 1.254], [-1.018, -1.274, 0.324], [-1.570, -0.694, -0.843], [-1.338, -2.725, 0.324], [1.003, -1.344, 2.506], [-0.443, -1.946, 3.044], [-0.285, -0.240, 3.251], [-1.320, 0.235, -1.050], [-2.590, -0.780, -0.938], [-0.744, -3.256, 0.897], [-1.645, -3.114, -0.638], [2.017, 2.331, -1.889], [0.756, 2.155, -1.166], [-0.355, 2.212, -1.653], [0.873, 1.850, 0.113], [1.825, 3.083, -2.744], [2.247, 1.351, -2.468], [2.970, 2.615, -1.531], [0.139, 1.333, 0.700]], "mulliken_charge": [-1.09, -0.33, 0.56, -0.51, -0.52, 0.33, 0.48, 0.24, 0.14, 0.24, 0.21, 0.26, -0.98, 0.80, -0.63, -0.50, 0.26, 0.23, 0.37, 0.44]}

***

5.
{"formula": "C2H5NOS", "method": "wB97M-V/def2-TZVPD", "de_lowest_kj_mol": 284.66, "homo_energy_ev": -8.78, "smiles": "CS/C=N/O", "homo_lumo_gap_ev": 9.72, "total_charge": 0, "symbols": ["C", "S", "C", "N", "O", "H", "H", "H", "H", "H"], "coordinates": [[-1.515, 0.776, 0.058], [-1.372, -1.069, -0.007], [0.414, -1.190, 0.007], [1.123, -0.130, -0.056], [2.465, -0.256, 0.124], [-1.390, 1.264, 1.019], [-0.844, 1.274, -0.660], [-2.536, 1.036, -0.184], [0.934, -2.027, 0.261], [2.720, 0.322, -0.563]], "mulliken_charge": [-0.84, -0.06, -0.16, -0.31, -0.38, 0.30, 0.26, 0.34, 0.48, 0.36]}

***

6.
{"formula": "C28H24N2O3", "method": "wB97M-V/def2-TZVPD", "de_lowest_kj_mol": 0.00, "homo_energy_ev": -8.56, "smiles": "CN(Cc1cccc(-c2ccccc2)c1)C(=O)Oc1ccc(-c2ccc(C(N)=O)cc2)cc1", "homo_lumo_gap_ev": 9.05, "total_charge": 0, "symbols": ["C", "N", "C", "C", "C", "C", "C", "C", "C", "C", "C", "C", "C", "C", "C", "C", "O", "O", "C", "C", "C", "C", "C", "C", "C", "C", "C", "N", "O", "C", "C", "C", "C", "H", "H", "H", "H", "H", "H", "H", "H", "H", "H", "H", "H", "H", "H", "H", "H", "H", "H", "H", "H", "H", "H", "H", "H"], "coordinates": [[2.244, -2.398, 0.934], [1.777, -2.057, -0.389], [2.800, -1.785, -1.387], [3.469, -0.462, -1.113], [2.753, 0.715, -1.304], [3.326, 1.934, -0.993], [4.614, 1.992, -0.493], [5.351, 0.825, -0.308], [6.726, 0.883, 0.210], [7.046, 1.712, 1.282], [8.341, 1.768, 1.765], [9.336, 1.004, 1.179], [9.029, 0.179, 0.110], [7.733, 0.114, -0.368], [4.762, -0.398, -0.619], [0.502, -1.717, -0.672], [0.121, -1.347, -1.757], [-0.320, -1.894, 0.402], [-1.623, -1.435, 0.315], [-1.930, -0.182, -0.197], [-3.245, 0.238, -0.227], [-4.268, -0.567, 0.267], [-5.664, -0.112, 0.213], [-6.149, 0.530, -0.926], [-7.457, 0.968, -0.990], [-8.315, 0.775, 0.089], [-9.741, 1.210, 0.082], [-10.022, 2.276, -0.711], [-10.600, 0.657, 0.736], [-7.840, 0.117, 1.220], [-6.532, -0.318, 1.284], [-3.939, -1.810, 0.805], [-2.629, -2.247, 0.822], [1.404, -2.689, 1.557], [2.758, -1.550, 1.396], [2.943, -3.233, 0.860], [2.301, -1.762, -2.358], [3.526, -2.602, -1.369], [1.750, 0.663, -1.699], [2.767, 2.846, -1.144], [5.064, 2.947, -0.265], [6.270, 2.300, 1.750], [8.575, 2.410, 2.602], [10.348, 1.052, 1.553], [9.803, -0.416, -0.354], [7.500, -0.519, -1.212], [5.320, -1.310, -0.457], [-1.146, 0.454, -0.577], [-3.478, 1.216, -0.621], [-5.498, 0.662, -1.777], [-7.813, 1.430, -1.900], [-9.304, 2.818, -1.156], [-10.965, 2.627, -0.716], [-8.519, -0.043, 2.044], [-6.170, -0.807, 2.176], [-4.720, -2.452, 1.183], [-2.372, -3.215, 1.223]], "mulliken_charge": [-0.92, 0.12, -1.49, 0.65, -0.47, -0.83, -0.53, 0.38, 0.20, -0.48, -0.56, -0.43, -0.55, -0.40, -0.65, 0.85, -0.60, -0.40, 0.29, -0.33, -0.70, 0.37, 0.43, -0.73, -0.78, 0.73, 0.32, -0.37, -0.62, -0.68, -0.53, -0.71, -0.56, 0.32, 0.29, 0.33, 0.44, 0.49, 0.57, 0.42, 0.54, 0.47, 0.38, 0.37, 0.38, 0.45, 0.49, 0.41, 0.51, 0.53, 0.35, 0.19, 0.22, 0.44, 0.48, 0.48, 0.45]}

***

7.
{"formula": "C4H10N2O", "method": "wB97M-V/def2-TZVPD", "de_lowest_kj_mol": 157.79, "homo_energy_ev": -9.36, "smiles": "CN[C@H](C)C(N)=O", "homo_lumo_gap_ev": 10.31, "total_charge": 0, "symbols": ["C", "N", "C", "C", "C", "N", "O", "H", "H", "H", "H", "H", "H", "H", "H", "H", "H"], "coordinates": [[-0.966, 1.374, 0.459], [-0.958, 0.316, -0.556], [0.052, -0.726, -0.208], [-0.195, -1.435, 1.136], [1.474, -0.084, -0.414], [1.507, 0.553, -1.646], [2.438, -0.092, 0.305], [-1.639, 1.135, 1.351], [-0.078, 1.846, 0.825], [-1.412, 2.227, -0.099], [-1.880, -0.114, -0.448], [-0.213, -1.479, -0.935], [-0.424, -2.514, 1.032], [-1.181, -1.048, 1.477], [0.508, -1.361, 1.927], [2.282, 1.064, -2.027], [0.685, 0.337, -2.180]], "mulliken_charge": [-0.89, -0.49, 0.23, -1.20, 0.38, -0.31, -0.60, 0.29, 0.32, 0.28, 0.30, 0.37, 0.31, 0.25, 0.33, 0.21, 0.22]}

***

8.
{"formula": "C6H4RuS2Se3Te", "method": "wB97M-V/def2-TZVPD", "homo_energy_ev": [-7.48, -8.11], "homo_lumo_gap_ev": [5.94, 5.42], "s2": 6.0363, "total_charge": 0, "spin_multiplicity": 5, "symbols": ["Ru", "S", "C", "C", "C", "C", "C", "C", "S", "H", "H", "H", "H", "Se", "Se", "Te", "Se"], "coordinates": [[0.845, -0.667, -2.259], [-0.605, -1.803, -0.933], [-0.921, -0.677, 0.371], [-1.505, -1.119, 1.551], [-1.693, -0.234, 2.599], [-1.295, 1.092, 2.478], [-0.736, 1.547, 1.298], [-0.553, 0.669, 0.234], [0.084, 1.246, -1.292], [-1.794, -2.156, 1.630], [-2.147, -0.587, 3.512], [-1.421, 1.774, 3.306], [-0.414, 2.572, 1.186], [1.192, 0.251, -4.393], [3.430, 0.609, -4.740], [4.684, -0.698, -2.906], [2.848, -1.818, -1.641]], "mulliken_charge": [0.08, -0.20, 0.57, -0.56, -0.49, -0.51, -0.57, 0.56, -0.31, 0.39, 0.36, 0.36, 0.39, -0.05, -0.04, 0.15, -0.13]}